# 1
Formula: C4H6O2
Source: the OMol25 dataset
Level of theory: ωB97M-V with the def2-TZVPD basis set

## Properties
Kohn-Sham gap: 9.4 eV
HOMO: -9.820 eV
multiplicity: 1
total charge: 0
DFT total energy: -306.371243 a.u.

Positions of all 12 atoms, in Å:
1 C -1.8597 -0.1399 0.2911
2 C 0.1330 -0.3504 0.7666
3 C 0.5617 0.1805 -0.5004
4 O -0.2056 0.4234 -1.4073
5 C 1.9930 0.4663 -0.7584
6 O 2.8005 0.6612 0.1135
7 H -2.0034 0.9352 0.2965
8 H -2.2648 -0.5962 -0.6415
9 H -2.1854 -0.6552 1.1732
10 H -0.0289 -1.4025 0.8166
11 H 0.7479 -0.0564 1.6393
12 H 2.3119 0.5338 -1.7893

# 2
Formula: C4H6O2
Source: the OMol25 dataset
Level of theory: ωB97M-V with the def2-TZVPD basis set

## Properties
Kohn-Sham gap: 9.9 eV
HOMO: -9.093 eV
multiplicity: 1
total charge: 0
DFT total energy: -306.376553 a.u.

Positions of all 12 atoms, in Å:
1 O -1.8807 -2.0092 0.6490
2 C -1.0321 -1.3171 0.2468
3 C -0.1163 -0.4091 -0.0250
4 C -0.0874 0.9157 0.6307
5 C 1.1362 1.7116 0.6428
6 O 0.0596 2.0520 -0.2136
7 H -0.5620 -2.9022 -1.9314
8 H -0.6774 -2.1899 -2.2712
9 H 0.6134 -0.6389 -0.7839
10 H -0.7951 1.0605 1.4411
11 H 1.3141 2.4040 1.4617
12 H 2.0275 1.3226 0.1528

# 3
Formula: C4H6O2
Source: the OMol25 dataset
Level of theory: ωB97M-V with the def2-TZVPD basis set

## Properties
Kohn-Sham gap: 10.9 eV
HOMO: -10.130 eV
multiplicity: 1
total charge: 0
SMILES: C[C@@]1(C=O)CO1
DFT total energy: -306.414508 a.u.

Positions of all 12 atoms, in Å:
1 C 0.2538 1.1237 0.7578
2 C -0.2115 -0.0605 -0.0102
3 C 0.1170 -1.3943 0.4999
4 O -1.2269 -0.9895 0.3740
5 C -0.3534 0.0917 -1.5120
6 O -0.1701 1.1318 -2.0937
7 H -0.4500 1.9433 0.6739
8 H 0.4290 0.8370 1.7961
9 H 1.2167 1.4360 0.3269
10 H 0.7124 -1.7778 -0.3100
11 H 0.4253 -1.5306 1.5371
12 H -0.7425 -0.8110 -2.0398

# 4
Formula: C4H6O2
Source: the OMol25 dataset
Level of theory: ωB97M-V with the def2-TZVPD basis set

## Properties
Kohn-Sham gap: 8.1 eV
HOMO: -7.737 eV
multiplicity: 1
total charge: 0
DFT total energy: -306.302025 a.u.

Positions of all 12 atoms, in Å:
1 C -1.9819 0.1116 -0.3655
2 C 1.6049 -0.1417 -0.6173
3 C -0.7843 -0.0748 0.5308
4 O 1.8649 -0.8085 0.9140
5 O 2.4491 0.8749 -0.8709
6 C 0.4508 -0.0451 0.0938
7 H 2.3529 1.6005 -0.2279
8 H 1.8652 -1.7574 0.7249
9 H -0.9327 -0.2303 1.5937
10 H -1.6897 0.1770 -1.4135
11 H -2.6720 -0.7293 -0.2546
12 H -2.5272 1.0231 -0.1075

# 5
Formula: C4H6O2
Source: the OMol25 dataset
Level of theory: ωB97M-V with the def2-TZVPD basis set

## Properties
Kohn-Sham gap: 10.8 eV
HOMO: -10.016 eV
multiplicity: 1
total charge: 0
SMILES: CC(C=O)C=O
DFT total energy: -306.460929 a.u.

Positions of all 12 atoms, in Å:
1 C 1.0063 -0.4135 0.7408
2 C 0.0920 0.5076 -0.0747
3 C -0.0397 -0.0881 -1.4559
4 O -1.0322 -0.7076 -1.7626
5 C -1.3241 0.4568 0.4978
6 O -1.6249 -0.2134 1.4535
7 H 2.0228 -0.0311 0.8462
8 H 0.5201 -0.5446 1.7106
9 H 1.0549 -1.4074 0.2863
10 H 0.4696 1.5415 -0.0972
11 H 0.8272 -0.0389 -2.1429
12 H -2.0862 1.0469 -0.0409

# 6
Formula: C4H6O2
Source: the OMol25 dataset
Level of theory: ωB97M-V with the def2-TZVPD basis set

## Properties
Kohn-Sham gap: 11.0 eV
HOMO: -10.210 eV
multiplicity: 1
total charge: 0
SMILES: O=C1CO1.C=C
DFT total energy: -306.402229 a.u.

Positions of all 12 atoms, in Å:
1 O -1.6752 2.0795 -0.1474
2 C -1.5121 0.7628 -0.1493
3 C -0.2883 1.5038 0.0008
4 C 1.3806 -0.8391 0.1494
5 C 0.3377 -1.6520 0.0047
6 O -2.1707 -0.2261 -0.2398
7 H 0.3626 1.6778 -0.8515
8 H 0.1548 1.6521 0.9817
9 H 1.9387 -0.4668 -0.7079
10 H 1.7074 -0.4964 1.1307
11 H -0.2426 -2.0008 0.8563
12 H -0.0127 -1.9699 -0.9740

# 7
Formula: C4H6O2
Source: the OMol25 dataset
Level of theory: ωB97M-V with the def2-TZVPD basis set

## Properties
Kohn-Sham gap: 8.8 eV
HOMO: -7.936 eV
multiplicity: 1
total charge: 0
DFT total energy: -306.320360 a.u.

Positions of all 12 atoms, in Å:
1 O -0.7666 1.1191 -1.5257
2 C -0.3932 1.2440 -0.2509
3 C -0.3680 0.1733 0.7727
4 C -0.3019 -1.2256 0.1499
5 O 1.0054 -0.9546 -0.4181
6 C 1.0433 0.2680 0.2895
7 H -0.7564 0.1678 -1.7626
8 H 0.6155 1.8485 -0.1247
9 H -0.7639 0.3552 1.7680
10 H -0.2383 -2.0232 0.8953
11 H -1.0380 -1.5064 -0.6186
12 H 1.9622 0.5338 0.8253

# 8
Formula: C4H6O2
Source: the OMol25 dataset
Level of theory: ωB97M-V with the def2-TZVPD basis set

## Properties
Kohn-Sham gap: 10.5 eV
HOMO: -9.800 eV
multiplicity: 1
total charge: 0
SMILES: O=C1CC(O)C1
DFT total energy: -306.456343 a.u.

Positions of all 12 atoms, in Å:
1 O 1.3916 -0.9041 0.6847
2 C 0.4929 -0.6201 -0.3596
3 C -0.9990 -0.6725 0.0687
4 C -0.8981 0.8446 0.2388
5 O -1.4427 1.6434 0.9500
6 C 0.3415 0.8961 -0.6583
7 H 1.2350 -0.2798 1.4071
8 H 0.7843 -1.2601 -1.1933
9 H -1.2633 -1.2780 0.9394
10 H -1.6585 -0.9202 -0.7716
11 H 0.0550 1.0844 -1.6994
12 H 1.1589 1.5659 -0.3771

# 9
Formula: C4H6O2
Source: the OMol25 dataset
Level of theory: ωB97M-V with the def2-TZVPD basis set

## Properties
Kohn-Sham gap: 9.2 eV
HOMO: -8.854 eV
multiplicity: 1
total charge: 0
DFT total energy: -306.348937 a.u.

Positions of all 12 atoms, in Å:
1 O 0.8553 2.0353 0.7773
2 C 0.3903 1.0290 0.2969
3 C -1.0658 0.7113 0.1093
4 C -0.4424 -1.6463 -0.0500
5 O 0.5146 -1.1086 -0.7834
6 C 1.3029 -0.1597 -0.0536
7 H -1.3333 0.6293 -0.9534
8 H -1.7289 1.3971 0.6295
9 H -1.1104 -0.3346 0.6026
10 H -1.2079 -1.9764 -0.7891
11 H 2.1303 0.1493 -0.6940
12 H 1.6823 -0.5860 0.8821

# 10
Formula: C4H6O2
Source: the OMol25 dataset
Level of theory: ωB97M-V with the def2-TZVPD basis set

## Properties
Kohn-Sham gap: 8.4 eV
HOMO: -9.196 eV
multiplicity: 1
total charge: 0
DFT total energy: -306.299349 a.u.

Positions of all 12 atoms, in Å:
1 C 0.6038 -0.0749 -0.8880
2 C 1.2500 0.8472 0.9310
3 C 2.0154 -0.0454 -0.1405
4 C 0.4033 1.1872 -0.2206
5 O 3.1742 0.0487 -0.3751
6 O -2.3093 0.0448 -0.5500
7 H 0.5624 0.0229 -1.9841
8 H -0.1288 -0.8695 -0.5132
9 H 0.6901 0.2574 1.6282
10 H 1.7714 1.5193 1.5424
11 H -1.8206 0.4185 -1.3994
12 H -2.8154 0.7765 -0.2510

# 11
Formula: C4H6O2
Source: the OMol25 dataset
Level of theory: ωB97M-V with the def2-TZVPD basis set

## Properties
Kohn-Sham gap: 10.8 eV
HOMO: -9.821 eV
multiplicity: 1
total charge: 0
SMILES: C1OC[C@H]2O[C@@H]12
DFT total energy: -306.361813 a.u.

Positions of all 12 atoms, in Å:
1 C -0.3651 1.3202 0.0938
2 C -0.7847 -1.1090 0.0955
3 C 0.6750 -0.8575 -0.2216
4 C 0.9526 0.6223 -0.3089
5 H -1.0197 1.8616 -0.7695
6 H -0.4254 1.8861 1.0468
7 H -1.0372 -1.6777 1.0317
8 H -1.0072 -1.4957 -0.9433
9 H 1.1756 -1.6562 -0.5193
10 H 1.7587 1.0812 -0.8023
11 O -1.4461 0.1352 0.4301
12 O 1.5235 -0.1105 0.8669

# 12
Formula: C4H6O2
Source: the OMol25 dataset
Level of theory: ωB97M-V with the def2-TZVPD basis set

## Properties
Kohn-Sham gap: 9.4 eV
HOMO: -8.880 eV
multiplicity: 1
total charge: 0
SMILES: O=C=C1COC1.[H][H]
DFT total energy: -306.370958 a.u.

Positions of all 12 atoms, in Å:
1 O 2.7316 -0.1739 0.8845
2 C 1.6066 0.0396 0.6382
3 C 0.3557 0.2924 0.3619
4 C -0.9861 -0.3748 0.5738
5 O -1.6396 0.7312 -0.0684
6 C -0.4028 1.4206 -0.3030
7 H 0.5774 -2.6275 -1.8140
8 H 0.8466 -2.0194 -1.4800
9 H -1.1414 -1.3162 0.0316
10 H -1.3069 -0.4929 1.6166
11 H -0.3672 2.3889 0.2117
12 H -0.2050 1.5639 -1.3725

Per-record energy above the lowest of the compared OMol25 structures with the same formula, charge and spin, eV: 3.675; 3.530; 2.498; 5.559; 1.235; 2.832; 5.060; 1.359; 4.282; 5.631; 3.932; 3.683